(1)
ORCA calculation (ωB97M-V/def2-TZVPD) on a structure of composition C21H33B3Ca2F21N6O9S3 in a non-equilibrium geometry.

The largest force on an atom comes out at 1.790 eV Å⁻¹. Its charge is +1. For the energy above the lowest of the compared OMol25 structures with the same formula, charge and spin, the calculation gives 0.0 kcal per mole. As for the spin multiplicity: 1.

Geometry (Å):
Ca1 -0.3728 3.2787 0.0857
Ca2 0.3008 0.4729 4.3341
S1 -2.0720 2.9540 3.2043
S2 -3.2264 4.6045 -1.6099
S3 2.2837 3.0694 2.7077
F1 -2.3825 5.5479 3.3393
F2 -0.4347 0.3416 2.0475
F3 1.5135 2.2732 -3.4687
F4 -0.9743 4.7369 4.7975
F5 -1.6506 1.1257 0.3479
F6 -1.6513 -0.9666 3.8157
F7 -0.4445 2.2602 -2.2329
F8 -5.0735 2.7346 -1.4941
F9 -2.3897 -2.4721 5.3632
F10 3.2818 5.4423 2.8306
F11 -4.8722 3.9178 0.3038
F12 1.4944 5.1763 4.0194
F13 -3.1098 4.4429 5.0761
F14 -5.8527 4.7587 -1.4368
F15 3.3638 4.3322 4.7019
F16 -0.7876 -0.8964 5.8955
F17 -3.0064 -0.2727 5.5644
F18 0.6637 1.1452 0.2015
F19 1.5007 2.9606 -1.2611
F20 0.5030 4.2791 -2.7650
F21 -0.4909 -0.8623 0.0647
O1 -3.1859 5.9716 -1.1644
O2 -3.2215 4.3753 -3.0253
O3 -1.1250 2.1062 3.9490
O4 -1.5601 3.3282 1.8848
O5 -3.3985 2.4437 3.1942
O6 1.3637 3.4360 1.6585
O7 -2.3199 3.7219 -0.8578
O8 3.5805 2.6524 2.2463
O9 1.6179 2.2093 3.6889
N1 2.9187 -0.3332 -1.0485
N2 4.4357 1.1639 -0.7510
N3 0.1457 -0.8509 -6.0596
N4 -0.9630 -1.5348 -4.3437
N5 0.3188 -5.8076 3.6511
N6 -0.8722 -4.5760 2.3460
C1 -0.2719 -4.6304 3.5208
C2 1.0363 -6.2439 4.8386
C3 -0.4438 -0.4727 -4.9392
C4 -1.6333 -3.3902 1.9009
C5 0.1181 -6.5233 2.4933
C6 -0.6822 -2.6395 -5.1112
C7 5.2497 2.3625 -0.9464
C8 2.6288 4.6114 3.6275
C9 0.9166 0.0121 -6.9583
C10 1.8320 -1.1403 -1.6159
C11 0.0285 -2.2217 -6.1799
C12 3.6400 0.6077 -1.6509
C13 -2.3425 -3.5785 0.5800
C14 4.2909 0.5266 0.4461
C15 -2.1436 4.5373 4.1651
C16 2.1780 -1.8246 -2.9004
C17 -4.8603 3.9821 -1.0332
C18 -0.6975 -5.7823 1.7076
C19 -2.3139 -0.1161 -2.9447
C20 -1.7945 -1.5065 -3.1336
C21 3.3426 -0.3973 0.2646
B1 0.7646 2.9500 -2.4821
B2 -2.0333 -1.1213 5.1820
B3 -0.4829 0.4300 0.6144
H1 -0.3176 -3.8683 4.2844
H2 5.2502 2.9111 -0.0040
H3 0.5421 -7.5067 2.3958
H4 1.5358 -5.4176 5.3347
H5 -2.5603 -2.2792 -3.1190
H6 -1.0594 -3.6039 -4.8212
H7 1.6364 -1.8627 -0.8238
H8 1.4110 -2.5334 -3.2115
H9 0.5404 1.0263 -6.8648
H10 0.3987 -2.7511 -7.0384
H11 -1.5528 0.5880 -2.6341
H12 -1.5599 -3.7069 -0.1778
H13 -3.0676 -0.1174 -2.1549
H14 -2.8052 -2.6306 0.3179
H15 0.9537 -0.5015 -1.6211
H16 2.3884 -1.1359 -3.7207
H17 1.7265 -7.0439 4.5906
H18 6.2343 2.1176 -1.3248
H19 -1.2201 -6.0129 0.7988
H20 -0.4340 0.5310 -4.5370
H21 3.0824 -2.4268 -2.7687
H22 4.7837 0.8448 1.3450
H23 -1.0192 -2.4945 1.8006
H24 -3.0182 -4.4290 0.5755
H25 -1.1357 -1.7659 -2.2955
H26 -2.8502 0.2685 -3.8144
H27 0.3311 -6.6541 5.5651
H28 3.5810 0.9336 -2.6750
H29 -2.2730 -3.1859 2.7623
H30 4.7157 3.0668 -1.5860
H31 1.9768 -0.0493 -6.7269
H32 0.7734 -0.3183 -7.9840
H33 2.8372 -1.1134 0.8867

---

(2)
ORCA calculation (ωB97M-V/def2-TZVPD) on the molecule C5H10O.

The largest force on an atom comes out at 0.702 eV Å⁻¹. Its charge is 0. For the energy above the lowest of the compared OMol25 structures with the same formula, charge and spin, the calculation gives 37.1 kcal per mole. As for the spin multiplicity: 1.

Geometry (Å):
O1 0.6053 -0.5488 1.6324
C1 1.5334 -0.1886 0.6301
C2 -2.1313 0.9912 -0.4941
C3 2.0166 -1.0547 -0.4974
C4 0.1598 0.3966 0.6570
C5 -1.1845 -0.0783 0.0704
H1 -1.6789 -0.5154 0.9496
H2 0.1414 1.4590 0.9207
H3 -2.2894 1.8116 0.2167
H4 -1.0832 -0.9103 -0.6366
H5 -3.1205 0.5545 -0.6869
H6 2.4771 -0.3565 -1.2073
H7 1.1883 -1.5501 -1.0031
H8 2.7859 -1.7854 -0.2267
H9 2.3600 0.3536 1.1107
H10 -1.7800 1.4216 -1.4356

---

(3)
ORCA calculation (ωB97M-V/def2-TZVPD) on a structure of composition C65H72GeN2O5ReSSi2Te.

The largest force on an atom comes out at 0.837 eV Å⁻¹. Its charge is -1. As for the spin multiplicity: 1. As for the total energy: -174328.30403 eV.

Geometry (Å):
Re1 -0.2316 0.0141 0.3091
Te1 2.5458 -3.3237 -0.3842
Ge1 -4.9467 -0.3540 -4.3936
S1 0.1995 2.3319 -0.1888
Si1 -0.7639 -1.1952 3.4624
Si2 1.6471 0.8519 3.1624
O1 1.7341 -0.2182 -0.0924
O2 -1.2011 0.0612 -1.6905
O3 0.1235 0.9527 -3.2798
O4 -3.1560 -1.7893 -0.4204
O5 3.8656 -0.2082 -0.6173
N1 -1.8072 0.9774 1.2193
N2 -0.9843 -1.5770 0.2273
C1 -4.3669 0.7251 -9.0121
C2 -7.0514 -0.4090 -2.4428
C3 0.8773 -6.6082 -5.6586
C4 2.7509 -6.6323 -1.0235
C5 -2.8515 -5.9293 -0.9096
C6 2.9201 -0.4917 2.8692
C7 -2.0774 0.2980 -3.8821
C8 2.5301 3.9214 -2.9951
C9 1.6653 1.1836 5.0287
C10 -0.9313 0.4837 -2.8739
C11 -5.5734 1.0256 -8.3999
C12 -3.3630 0.1118 -8.2767
C13 -5.1170 -5.1002 -4.6489
C14 -3.9026 -4.4454 -4.5050
C15 -3.4709 0.2365 -3.2615
C16 -6.2957 -4.3686 -4.6678
C17 -0.8134 -5.8362 0.3641
C18 1.2169 -5.8658 -4.3922
C19 7.2351 -4.7754 -0.0507
C20 0.3632 -2.6839 3.2902
C21 3.6035 3.0449 -3.1181
C22 -2.5438 -1.5587 2.9695
C23 -8.2185 -0.0459 -1.7867
C24 1.1450 -2.2817 -3.1414
C25 5.4085 -3.8475 -1.3588
C26 -2.8849 2.8494 2.8475
C27 -1.9389 -3.8043 -0.2575
C28 -5.7665 0.7303 -7.0558
C29 1.5175 3.6497 -2.1001
C30 -2.0858 -2.3212 -0.1970
C31 6.3691 -4.8960 1.0267
C32 -8.9718 1.0231 -2.2512
C33 -2.9295 -4.5480 -0.8948
C34 -4.7625 0.1349 -6.2925
C35 1.3739 -3.7697 -3.1622
C36 8.6788 -5.1854 0.0694
C37 -7.3606 1.3767 -4.0024
C38 1.7636 -6.5210 -3.3032
C39 -0.9556 -0.8265 5.3064
C40 4.1682 -4.6852 2.1664
C41 6.7360 -4.2476 -1.2316
C42 2.7656 0.3221 -0.6831
C43 -0.8855 -4.4515 0.3721
C44 -2.9264 1.5869 0.8276
C45 4.9695 -3.1825 -2.6339
C46 -3.5200 2.5183 1.6491
C47 -1.1901 1.2317 2.3996
C48 -6.2564 -2.9847 -4.5589
C49 -1.7131 2.2243 3.2297
C50 1.0141 -4.4915 -4.2951
C51 -6.6104 0.2818 -3.5751
C52 -3.5634 -0.1812 -6.9360
C53 1.9582 -4.4549 -2.0825
C54 3.6373 1.9085 -2.3362
C55 2.2975 2.4530 2.4431
C56 -1.7928 -6.5750 -0.2804
C57 -0.0389 0.2885 2.5200
C58 5.0324 -4.5188 0.9414
C59 1.5366 2.4911 -1.3179
C60 -8.5336 1.7418 -3.3528
C61 2.1343 -5.8400 -2.1440
C62 4.5432 -4.0137 -0.2700
C63 -3.8694 -3.0636 -4.3966
C64 2.6113 1.6113 -1.4364
C65 -5.0430 -2.3104 -4.4281
H1 -4.2124 0.9585 -10.0581
H2 1.6377 3.3013 2.6396
H3 0.0096 -6.3327 0.8617
H4 2.4504 2.4014 1.3672
H5 4.4014 3.2481 -3.8213
H6 2.7904 -0.9586 1.8927
H7 -2.8052 -1.2595 1.9600
H8 -2.9120 -2.5741 -4.2562
H9 1.0714 -7.6756 -5.5526
H10 -7.1849 -2.4244 -4.5813
H11 0.7670 -1.9307 -4.1022
H12 3.4931 -3.8443 2.3189
H13 7.4018 -4.1180 -2.0789
H14 0.5775 -3.9588 -5.1352
H15 -1.9869 1.0919 -4.6240
H16 -2.7388 -2.6318 3.0520
H17 -9.8908 1.3007 -1.7502
H18 1.4750 -6.2385 -6.4943
H19 3.2639 2.6512 2.9162
H20 2.8741 -1.2646 3.6395
H21 -6.4702 -1.2426 -2.0627
H22 -2.7687 -0.6725 -6.3894
H23 0.8541 1.8399 5.3547
H24 -1.6540 -1.5530 5.7316
H25 -0.0247 -0.8950 5.8667
H26 -3.2251 -1.0430 3.6515
H27 -0.1703 -6.4793 -5.9332
H28 -1.8338 -0.6403 -4.3927
H29 4.4630 1.2126 -2.3939
H30 -1.2076 2.4814 4.1502
H31 -2.9812 -5.0069 -4.4495
H32 -1.3778 0.1677 5.4738
H33 2.5233 -6.1820 -0.0566
H34 -3.3174 3.6073 3.4893
H35 0.6701 4.3170 -2.0111
H36 1.9159 -7.5951 -3.3495
H37 2.4765 4.8129 -3.6085
H38 4.1819 -3.7420 -3.1400
H39 -7.0211 1.9775 -4.8363
H40 -2.4182 -0.1346 -8.7451
H41 9.2864 -4.7045 -0.6972
H42 1.6077 0.2668 5.6148
H43 9.0830 -4.9144 1.0454
H44 0.8492 -2.6898 2.3136
H45 0.4214 -1.9913 -2.3758
H46 4.7918 -4.7809 3.0556
H47 3.5489 -5.5831 2.0859
H48 2.3828 -7.6594 -1.0358
H49 6.7438 -5.2833 1.9693
H50 2.6086 1.6749 5.2824
H51 3.9221 -0.0563 2.8896
H52 -9.1011 2.5948 -3.7046
H53 -6.3689 1.4922 -8.9682
H54 -7.2481 -4.8768 -4.7617
H55 -6.7298 0.9456 -6.6131
H56 -0.1982 -3.6149 3.4005
H57 -5.1459 -6.1802 -4.7303
H58 -1.7333 -7.6566 -0.2946
H59 -3.6169 -6.5029 -1.4152
H60 -0.1308 -3.8705 0.8794
H61 -3.3084 1.2964 -0.1423
H62 -3.7525 -4.0290 -1.3683
H63 -3.7570 1.2156 -2.8679
H64 -8.5376 -0.5958 -0.9100
H65 -3.4460 -0.4413 -2.4075
H66 4.5752 -2.1880 -2.4059
H67 2.0675 -1.7404 -2.9210
H68 1.1435 -2.6699 4.0531
H69 8.7935 -6.2661 -0.0451
H70 -4.4388 2.9995 1.3477
H71 5.8124 -3.0764 -3.3169
H72 3.8396 -6.6572 -1.1151